Record 1
# C5H14N2O

A single C5H14N2O molecule in a non-equilibrium geometry (ωB97M-V/def2-TZVPD, the Open Molecules 2025 dataset).

Structure (XYZ):
```
22
Properties=species:S:1:pos:R:3:forces:R:3:lowdin_charge:R:1
C -1.786856 -0.824091 0.079280 0.28 -0.12 -0.09 -0.07
C -0.486801 -0.408463 -0.597949 -0.77 1.20 -1.66 -0.33
C -0.841121 0.328061 -1.972161 0.72 -0.61 1.06 -0.23
O -1.499802 -0.522049 -2.880918 -0.24 -0.39 -0.26 -0.08
C 0.379408 0.531930 0.216854 0.51 -1.35 1.68 -0.39
N 1.581530 0.875736 -0.504005 0.22 0.14 -0.35 0.03
C 0.728280 -0.175455 1.627780 -0.44 1.09 -0.92 -0.23
N 1.829530 0.549497 2.248863 0.04 0.00 0.29 -0.03
H -2.453308 -1.256507 -0.664614 -0.06 -0.04 0.01 0.08
H -1.616781 -1.565759 0.855815 -0.06 -0.03 0.15 0.07
H -2.280688 0.040823 0.517496 -0.08 0.10 0.09 0.09
H 0.100265 -1.298254 -0.854584 0.08 -0.02 -0.01 0.14
H 0.084817 0.726803 -2.402208 -0.22 0.01 0.10 0.10
H -1.531806 1.151321 -1.781927 0.05 0.02 0.11 0.12
H -0.912902 -1.257102 -3.089838 -0.04 0.09 -0.03 0.09
H -0.165913 1.460637 0.421632 -0.06 -0.07 0.06 0.14
H 2.129546 1.527391 0.047380 0.06 -0.22 -0.04 0.07
H 2.150736 0.039256 -0.618941 0.02 0.18 0.04 0.09
H 1.059771 -1.209022 1.484295 -0.13 0.08 -0.27 0.11
H -0.181314 -0.186867 2.243472 0.06 -0.12 -0.06 0.10
H 2.199710 0.020232 3.030637 -0.02 0.22 0.00 0.06
H 1.513701 1.451880 2.593642 0.08 -0.17 0.09 0.07
```
Forces are in eV/Å.

Results
structure (SMILES): C[C@@H](CO)[C@H](N)CN

Record 2
# C33H44N3O2OsSSi4Te

A molecular structure, C33H44N3O2OsSSi4Te (ωB97M-V/def2-TZVPD, the Open Molecules 2025 dataset).

Structure (XYZ):
```
89
Properties=species:S:1:pos:R:3:forces:R:3:lowdin_charge:R:1
Os 1.894219 -1.145137 0.083551 0.32 0.24 -0.25 1.21
S 6.076329 -2.539050 0.618166 0.01 0.03 0.00 1.09
C 5.984280 -1.927795 -0.980481 -0.08 0.01 0.00 -0.37
C 4.742894 -1.470420 -1.311261 0.11 0.01 0.01 -0.16
C 3.829376 -1.615666 -0.231786 -0.05 0.21 0.29 -0.36
C 4.427248 -2.177022 0.882839 -0.05 -0.15 0.00 -0.54
C 3.625120 -2.433403 2.062161 0.02 -0.02 -0.09 -0.26
C 4.068472 -2.899521 3.290571 0.00 -0.01 -0.03 0.01
C 3.155594 -3.082773 4.312486 -0.02 0.01 0.00 -0.02
C 1.810764 -2.807144 4.094467 -0.01 -0.01 -0.05 -0.03
C 1.425340 -2.357506 2.850115 0.00 -0.02 0.11 -0.10
N 2.306488 -2.165695 1.861582 -0.03 -0.14 -0.03 -0.10
H 6.865516 -1.940959 -1.600173 0.04 0.00 -0.03 0.08
H 4.492801 -1.045068 -2.272271 -0.01 0.02 -0.02 0.10
H 5.120010 -3.105044 3.433694 0.01 -0.01 0.01 0.12
H 3.488470 -3.440876 5.276896 0.00 -0.01 0.01 0.12
H 1.069943 -2.950171 4.866256 -0.01 0.01 0.02 0.12
H 0.394877 -2.138907 2.610080 -0.07 0.02 0.01 0.09
C -4.584111 0.273439 -2.468684 0.03 0.00 -0.02 -0.20
Si -2.748559 -0.071251 -2.322447 0.00 0.00 0.01 0.33
C -2.065913 -0.676255 -3.956009 -0.01 0.01 0.03 -0.21
C -1.824300 1.455585 -1.766199 -0.02 0.00 0.03 -0.20
Si -2.489131 -1.742907 -0.668753 -0.18 -0.06 -0.01 0.16
Te -0.057173 -2.435961 -1.046394 -0.21 -0.20 0.10 0.64
Si -3.565892 -3.775616 -1.249294 0.08 -0.04 0.01 0.32
C -2.989349 -5.115268 -0.068904 0.02 0.06 -0.02 -0.21
C -3.094102 -4.236263 -3.002179 0.00 0.04 0.02 -0.21
C -5.418788 -3.548691 -1.104947 0.02 0.01 0.01 -0.20
Si -2.928826 -1.038483 1.537530 -0.02 0.02 -0.01 0.33
C -2.738073 -2.464363 2.743119 -0.02 0.04 -0.03 -0.21
C -1.816324 0.380288 2.028675 -0.04 0.01 0.01 -0.20
C -4.719489 -0.484914 1.564952 0.03 -0.01 -0.02 -0.20
H -4.748220 1.109377 -3.152413 0.00 0.02 -0.02 0.04
H -5.033271 0.536088 -1.510460 -0.01 0.01 0.02 0.02
H -5.120687 -0.587751 -2.868419 -0.01 -0.03 -0.01 0.02
H -2.059172 0.145282 -4.675869 -0.01 0.02 -0.02 0.04
H -2.674356 -1.478740 -4.372235 0.00 -0.03 -0.01 0.02
H -1.041983 -1.041578 -3.865790 0.04 0.01 -0.01 0.01
H -1.807601 2.203115 -2.561426 -0.01 0.02 -0.04 0.04
H -0.789395 1.219055 -1.514817 0.07 -0.02 0.01 0.01
H -2.285093 1.916317 -0.890851 0.00 0.02 0.03 0.03
H -1.899685 -5.164808 -0.023958 0.03 -0.02 0.00 0.02
H -3.349744 -6.093406 -0.392795 -0.03 -0.01 -0.03 0.04
H -3.360681 -4.943923 0.941254 0.00 0.01 0.04 0.02
H -2.014015 -4.206081 -3.153085 0.03 -0.01 -0.01 0.01
H -3.553342 -3.566636 -3.729573 -0.02 0.02 -0.02 0.02
H -3.430554 -5.250522 -3.226275 -0.02 -0.02 0.01 0.04
H -5.716568 -3.287353 -0.089021 -0.01 0.00 0.03 0.02
H -5.920578 -4.483279 -1.364594 -0.01 -0.03 -0.01 0.04
H -5.792417 -2.775236 -1.776330 0.00 0.03 -0.01 0.02
H -1.754423 -2.930407 2.714261 0.10 -0.04 -0.02 0.01
H -3.469291 -3.247351 2.543960 -0.05 -0.02 -0.01 0.02
H -2.912223 -2.100095 3.758422 0.01 0.00 0.03 0.04
H -0.760803 0.146177 1.907411 0.14 -0.01 -0.02 -0.01
H -1.981613 0.644641 3.075768 -0.02 0.00 0.03 0.04
H -2.015578 1.268222 1.427003 0.00 0.03 -0.03 0.02
H -5.397667 -1.289255 1.278337 -0.02 -0.02 -0.02 0.02
H -4.898362 0.359812 0.899143 0.01 0.03 -0.02 0.02
H -4.987991 -0.170065 2.575713 -0.01 0.01 0.03 0.04
O 2.799854 0.697534 -3.294900 0.04 -0.02 -0.04 0.10
C 2.436982 1.217706 -2.275384 0.02 -0.04 0.05 -0.51
N 2.439614 2.550382 -1.949217 -0.09 0.00 -0.10 0.18
C 2.120264 2.812370 -0.547035 -0.08 0.00 -0.07 -0.27
C 1.763572 1.395222 -0.147327 -0.02 0.08 0.12 -0.49
O 1.420960 0.938259 0.974032 0.03 0.03 0.02 -0.07
N 1.911516 0.542370 -1.146044 0.02 -0.08 -0.03 -0.01
C 0.902052 3.710019 -0.350596 0.02 0.01 -0.06 -0.17
C 0.449318 3.943638 0.944575 0.00 -0.01 0.01 -0.02
C -0.660950 4.741714 1.156823 -0.01 0.02 0.02 -0.06
C -1.316748 5.327283 0.080294 0.00 0.00 0.00 -0.08
C -0.857365 5.106620 -1.207153 -0.01 -0.01 0.00 -0.07
C 0.246232 4.290854 -1.424847 -0.01 0.00 0.01 -0.04
C 3.342970 3.333439 0.198966 0.00 0.05 0.05 -0.14
C 3.685963 4.672043 0.030195 -0.02 0.00 0.02 -0.02
C 4.825281 5.183396 0.627040 0.02 0.00 0.01 -0.06
C 5.628305 4.363188 1.408487 0.00 0.02 -0.01 -0.07
C 5.288400 3.032129 1.582574 0.00 -0.01 0.00 -0.06
C 4.149390 2.515631 0.978975 0.03 -0.02 -0.06 -0.01
H 2.983637 3.189607 -2.504912 0.03 0.01 0.02 0.17
H 0.971399 3.504414 1.785085 0.00 -0.02 0.02 0.13
H -1.007989 4.919790 2.165846 -0.01 0.00 0.01 0.11
H -2.177495 5.960106 0.248765 -0.01 0.01 0.00 0.11
H -1.356757 5.567117 -2.048984 -0.01 0.00 -0.01 0.11
H 0.589586 4.106823 -2.433120 0.01 -0.01 -0.03 0.11
H 3.048878 5.321044 -0.559041 -0.01 0.01 0.00 0.12
H 5.083547 6.224327 0.488355 0.00 0.01 0.00 0.11
H 6.513750 4.763948 1.882139 0.02 0.01 0.01 0.11
H 5.910621 2.388748 2.190090 0.00 -0.01 0.01 0.11
H 3.902784 1.471492 1.125571 -0.01 -0.02 0.01 0.10
```
Forces are in eV/Å.

Results
total charge: +1
spin multiplicity: 5

Record 3
# C6H4Cl2F3O2

A molecular structure, C6H4Cl2F3O2 in a non-equilibrium geometry (ωB97M-V/def2-TZVPD, the Open Molecules 2025 dataset).

Structure (XYZ):
```
17
Properties=species:S:1:pos:R:3:forces:R:3:lowdin_charge:R:1
C 1.229444 3.083806 2.339525 0.86 0.29 0.57 -0.44
C 0.006049 0.288375 -1.251205 0.08 -2.33 0.70 -0.08
C 0.472222 -0.877403 -1.784656 -0.04 -1.21 2.08 -0.16
C -0.677947 0.803728 -0.051920 0.93 -1.37 -0.31 -0.78
C -0.771193 0.120672 1.124895 0.66 0.39 0.80 -0.32
C 0.321531 -2.272870 -1.176128 -1.95 2.22 2.92 -0.39
O 1.558904 4.023826 1.770499 -0.08 1.20 -1.30 0.20
O 1.054156 2.197612 3.040935 -0.82 -1.54 0.70 0.21
F 1.265472 -0.968023 -2.925937 -0.91 0.93 0.65 0.01
F 1.390494 -2.714315 -0.450522 1.64 -0.30 -0.37 0.02
F 0.077176 -3.159648 -2.138403 -0.21 -0.76 -0.49 0.08
Cl -1.697904 2.241573 -0.369423 0.33 -0.71 0.20 0.54
Cl -2.512002 -1.452502 0.773729 -0.56 -0.74 0.20 -0.15
H 0.109997 0.987698 -1.957926 0.68 3.16 -2.55 0.05
H -1.463859 0.543333 1.895232 1.17 -0.52 -0.58 0.04
H 0.086171 -0.608894 1.457513 -2.10 1.35 -0.88 0.11
H -0.448717 -2.236963 -0.296211 0.32 -0.06 -2.35 0.08
```
Forces are in eV/Å.

Results
total charge: -1

Record 4
# C8H18N5OS

2 unconnected molecules or ions with the total composition C8H18N5OS in a non-equilibrium geometry (ωB97M-V/def2-TZVPD, the Open Molecules 2025 dataset).

Structure (XYZ):
```
33
Properties=species:S:1:pos:R:3:forces:R:3:lowdin_charge:R:1
C 3.212405 -0.649544 0.035255 0.50 -1.14 1.20 -0.39
C 2.687620 -1.309256 -1.266955 0.21 -2.79 3.17 -0.08
C 1.236677 0.711335 -0.062849 -0.67 0.01 -2.23 -0.68
C -2.483638 0.921253 0.363294 1.44 1.63 -0.52 -0.03
C -3.280793 -0.793336 -0.956661 1.18 -1.24 1.76 0.03
C 2.074512 3.222118 -0.584435 2.15 -1.92 1.28 -0.38
C -2.152054 -1.338611 1.185693 1.18 -2.50 -2.73 -0.10
C -0.872763 -1.177691 1.912942 1.91 -1.77 2.16 -0.18
N 1.248422 -1.329380 -1.195349 -0.75 -0.24 0.63 -0.04
N 0.608222 -0.157216 -0.794824 0.08 1.76 -0.52 -0.02
N 2.490316 0.473000 0.387460 1.05 0.48 0.96 0.07
N -2.191707 -0.444541 -0.007908 -0.75 0.14 0.47 -0.18
N -0.070012 -0.199858 1.801476 -1.47 -0.70 0.56 0.11
O 4.112233 -0.986501 0.778010 -0.28 -0.18 -1.35 0.11
S 0.680474 2.416988 0.185443 -0.25 -1.35 0.38 0.92
H 3.080516 -0.738598 -1.988290 1.25 2.41 -3.26 0.08
H 3.096657 -2.357443 -1.441459 -0.57 1.31 0.68 0.16
H -2.960629 1.435068 -0.465274 0.48 0.31 0.02 0.12
H -3.129175 0.908200 1.147988 -2.24 -0.02 2.22 0.08
H -1.585243 1.377625 0.763925 -0.02 0.30 -0.44 0.04
H -3.269357 -0.154514 -1.752682 0.12 1.59 -2.08 0.08
H -3.155395 -1.779804 -1.240410 0.33 -2.01 -0.94 0.09
H -4.205716 -0.756219 -0.451107 -1.03 0.40 0.76 0.11
H 2.030774 3.172586 -1.613291 -0.76 0.64 -2.33 0.01
H 3.063106 2.643517 -0.458466 -1.43 1.10 0.68 0.08
H 2.109256 4.189793 -0.146322 0.30 0.85 -0.01 0.03
H -2.066366 -2.410006 0.737648 -0.02 1.59 0.60 0.17
H -3.089410 -1.411204 1.671649 -0.83 0.65 0.96 0.13
H 0.802557 -1.639447 -2.056410 0.24 0.10 0.35 0.13
H -0.566121 -2.154506 2.499647 -0.70 1.85 -0.97 0.16
H 2.931927 1.081621 1.104052 -0.61 -0.72 -0.72 0.17
H 0.821298 -0.384329 2.257965 -0.16 -0.03 0.24 0.09
H -1.208608 -0.381093 -0.349757 0.14 -0.50 -0.97 0.12
```
Forces are in eV/Å.

Results
total charge: +1

Record-wise DFT total energy values, in eV: -10439.469; -95604.271; -43579.833; -28912.041